1.
{
  "formula": "C48H41GeN4O4Tc",
  "method": "ωB97M-V with the def2-TZVPD basis set",
  "elements": ["Tc", "O", "C", "O", "C", "C", "C", "C", "C", "N", "C", "O", "O", "H", "H", "H", "H", "C", "C", "C", "C", "C", "C", "C", "N", "C", "N", "C", "C", "C", "C", "C", "C", "C", "N", "C", "C", "C", "C", "C", "C", "C", "H", "H", "H", "H", "H", "H", "H", "H", "H", "H", "H", "H", "H", "H", "H", "H", "H", "H", "H", "H", "H", "H", "C", "Ge", "C", "C", "C", "C", "C", "C", "C", "C", "C", "C", "C", "C", "C", "C", "C", "C", "C", "C", "H", "H", "H", "H", "H", "H", "H", "H", "H", "H", "H", "H", "H", "H", "H"],
  "positions_angstrom": [[0.49796, -0.91089, 0.66129], [0.81650, -0.17901, 4.75961], [0.54412, -0.59969, 3.54817], [0.84432, 0.04222, 2.51637], [-0.11913, -1.87846, 3.35924], [-0.52662, -2.81701, 4.30981], [-1.13009, -3.97957, 3.87133], [-1.30919, -4.19151, 2.49943], [-0.87484, -3.22048, 1.61980], [-0.29346, -2.09491, 2.04124], [-0.94743, -3.28186, 0.09376], [-1.44852, -4.20020, -0.49595], [-0.41408, -2.23744, -0.45931], [1.17870, 0.72754, 4.76460], [-0.33904, -2.62217, 5.35327], [-1.45188, -4.72681, 4.58102], [-1.77117, -5.08717, 2.11349], [2.46139, -0.04784, -5.99442], [3.55573, 0.63433, -5.23450], [4.69274, 1.12029, -5.86662], [5.68724, 1.76953, -5.15569], [5.55068, 1.96456, -3.79061], [4.42923, 1.48754, -3.13706], [3.44910, 0.80459, -3.85149], [2.27105, 0.34167, -3.20016], [2.18426, -0.22062, -1.98213], [3.31845, -0.63305, -1.42303], [3.57669, -1.13877, -0.14939], [2.63226, -1.15015, 0.88114], [3.02633, -1.73450, 2.07759], [4.28685, -2.27500, 2.25725], [5.22296, -2.19778, 1.24393], [4.88848, -1.63102, 0.02753], [5.90659, -1.53083, -1.07277], [1.01992, -0.25055, -1.31853], [-0.12414, 0.16851, -1.93273], [-0.85430, 1.11693, -1.06188], [-2.05220, 1.72061, -1.65392], [-2.44225, 1.38927, -2.91203], [-1.80752, 0.35174, -3.61330], [-0.66633, -0.28643, -3.13931], [-0.16877, -1.50169, -3.86286], [2.70950, -0.12344, -7.04799], [1.53342, 0.52090, -5.91192], [2.29471, -1.05262, -5.60739], [4.79353, 0.98979, -6.93242], [6.56008, 2.13982, -5.66824], [6.30464, 2.50086, -3.23647], [4.29394, 1.68044, -2.08168], [1.40792, 0.55930, -3.67972], [4.14096, -0.55279, -2.01506], [2.36481, -1.78264, 2.92913], [4.53126, -2.73384, 3.20182], [6.21414, -2.58840, 1.40942], [6.84752, -1.96627, -0.74755], [6.09850, -0.49021, -1.34086], [5.59651, -2.07340, -1.96539], [-0.16554, 1.98151, -0.92408], [-2.58833, 2.45432, -1.07229], [-3.30814, 1.86257, -3.34783], [-2.24748, 0.01199, -4.53803], [-0.98900, -2.21947, -3.90758], [0.65824, -1.98630, -3.35120], [0.10796, -1.27975, -4.89152], [-0.76957, 0.66807, 0.37297], [-2.34071, 1.10585, 1.53649], [-1.79124, 1.25146, 3.43549], [-2.45810, 0.63972, 4.48838], [-2.12307, 0.94448, 5.79896], [-1.13474, 1.87511, 6.06826], [-0.46985, 2.49747, 5.02162], [-0.79977, 2.18791, 3.71431], [-3.27163, 2.82372, 1.09055], [-2.58891, 4.03601, 1.11371], [-3.25499, 5.22164, 0.85602], [-4.61099, 5.20908, 0.57448], [-5.30228, 4.00973, 0.57355], [-4.63908, 2.82309, 0.83781], [-3.41248, -0.46359, 0.90689], [-3.47543, -1.64197, 1.63586], [-4.21924, -2.71333, 1.17118], [-4.90295, -2.61903, -0.02857], [-4.85265, -1.44201, -0.75515], [-4.10987, -0.37193, -0.29179], [-3.25889, -0.06001, 4.28809], [-2.65103, 0.47195, 6.61244], [-0.88836, 2.12339, 7.08883], [0.28775, 3.23996, 5.22619], [-0.27742, 2.66486, 2.89455], [-1.53065, 4.05651, 1.33786], [-2.71856, 6.15733, 0.87788], [-5.12861, 6.13151, 0.36354], [-6.36179, 3.99642, 0.37103], [-5.18921, 1.89193, 0.85267], [-2.96559, -1.71189, 2.58846], [-4.27128, -3.61868, 1.75521], [-5.48280, -3.45346, -0.38758], [-5.39998, -1.34667, -1.67966], [-4.09578, 0.54908, -0.85587]],
  "max_force_ha_per_bohr": 0.0600,
  "de_lowest_kcal_mol": 37.27,
  "total_charge": 2
}

=====

2.
{
  "formula": "C5H6O",
  "method": "ωB97M-V with the def2-TZVPD basis set",
  "elements": ["C", "C", "C", "C", "C", "H", "H", "H", "H", "H", "H", "O"],
  "positions_angstrom": [[2.63350, -0.27793, -0.02748], [1.18561, -0.42377, 0.04846], [-0.01499, -0.52427, 0.10334], [-1.47858, -0.57362, 0.02673], [-2.19557, 0.76934, 0.00130], [3.04760, -1.06587, -0.73553], [3.10595, -0.39042, 1.04433], [2.92138, 0.77132, -0.41150], [-1.90041, 1.34052, -0.86274], [-1.92958, 1.36160, 0.88179], [-3.28211, 0.63216, -0.05564], [-2.09280, -1.61908, -0.01309]],
  "max_force_ha_per_bohr": 0.0451,
  "de_lowest_kcal_mol": 37.82,
  "total_charge": 0,
  "smiles": "CC#CC(C)=O"
}

=====

3.
{
  "formula": "C35H35AsMoN5PS2Se",
  "method": "ωB97M-V with the def2-TZVPD basis set",
  "elements": ["Mo", "N", "C", "N", "C", "C", "S", "C", "C", "S", "C", "N", "N", "H", "H", "H", "H", "H", "H", "C", "C", "As", "C", "C", "C", "C", "C", "C", "C", "C", "C", "C", "C", "C", "P", "C", "C", "C", "C", "C", "C", "C", "C", "C", "C", "C", "C", "H", "H", "H", "H", "H", "H", "H", "H", "H", "H", "H", "H", "H", "H", "H", "H", "H", "H", "H", "H", "H", "H", "H", "H", "C", "C", "C", "N", "H", "H", "H", "H", "H", "Se"],
  "positions_angstrom": [[-0.25150, -0.06710, 0.29690], [2.52630, -0.61190, -1.81630], [2.75980, -0.59140, -0.49670], [1.83410, -0.38100, 0.42700], [2.39610, -0.37020, 1.69300], [3.74010, -0.56320, 1.72660], [4.36690, -0.78500, 0.13580], [1.48340, -0.20000, 2.80050], [1.74820, -0.23710, 4.13370], [0.29700, -0.13480, 5.05390], [-0.60320, -0.04130, 3.56350], [0.14260, -0.06040, 2.47720], [-1.94440, 0.07180, 3.57190], [1.58420, -0.83390, -2.13260], [3.27740, -0.91410, -2.41690], [4.37500, -0.60110, 2.58880], [2.69650, -0.33700, 4.62010], [-2.40740, -0.05710, 4.45740], [-2.45830, -0.20970, 2.74870], [-0.10420, 4.03700, 0.44560], [0.11000, 5.05600, -0.66130], [0.14070, 6.97950, -0.11040], [1.62930, 7.06210, 1.13850], [1.71110, 8.18420, 1.96290], [2.79880, 8.36940, 2.79560], [3.83780, 7.45220, 2.78640], [3.78400, 6.35380, 1.94380], [2.69410, 6.16660, 1.11230], [-1.46880, 6.97480, 1.01160], [-1.47620, 7.06540, 2.39690], [-2.68080, 7.09990, 3.07990], [-3.87930, 7.05830, 2.38750], [-3.87900, 6.95300, 1.00600], [-2.67860, 6.92350, 0.32240], [0.08460, 2.32830, -0.30670], [-1.11470, 2.41570, -1.68290], [-2.35780, 3.01280, -1.45490], [-3.34600, 2.96740, -2.42230], [-3.12030, 2.31860, -3.62530], [-1.89720, 1.70410, -3.85100], [-0.90780, 1.73460, -2.88160], [1.83050, 2.50880, -0.82330], [2.32360, 2.70670, -2.10910], [3.68940, 2.85320, -2.30800], [4.56830, 2.82050, -1.23860], [4.08270, 2.63860, 0.04840], [2.72450, 2.48230, 0.25280], [-1.08910, 4.13570, 0.91250], [0.64810, 4.13010, 1.23550], [-0.68520, 4.98250, -1.40690], [1.05550, 4.87570, -1.17970], [0.91480, 8.91970, 1.93410], [2.84650, 9.23950, 3.43140], [4.70310, 7.61190, 3.41080], [4.60520, 5.65270, 1.91760], [2.68490, 5.32350, 0.43190], [-0.54150, 7.10990, 2.94120], [-2.67960, 7.17460, 4.15610], [-4.81220, 7.12910, 2.92310], [-4.81130, 6.92210, 0.46380], [-2.67280, 6.87930, -0.76160], [-2.55960, 3.52810, -0.52550], [-4.29900, 3.43790, -2.23070], [-3.89440, 2.28550, -4.37720], [-1.72530, 1.18430, -4.78080], [0.03650, 1.23350, -3.06040], [1.65270, 2.78680, -2.95140], [4.06920, 3.01220, -3.30560], [5.62710, 2.94850, -1.40340], [4.76260, 2.62880, 0.88810], [2.35060, 2.37050, 1.26850], [-4.85890, -1.25770, -0.40770], [-4.68440, 0.21830, -0.00680], [-3.31360, 0.42540, 0.31720], [-2.16670, 0.41580, 0.50780], [-5.85540, -1.39080, -0.81740], [-4.74340, -1.91310, 0.45200], [-4.13070, -1.54030, -1.16660], [-5.32620, 0.46370, 0.84260], [-4.95610, 0.86810, -0.84320], [-0.68590, -1.62510, -1.27400]],
  "spin_multiplicity": 3,
  "max_force_ha_per_bohr": 0.0787,
  "de_lowest_kcal_mol": 24.34,
  "total_charge": 2
}

=====

Please write out number 2 again, unchanged.
{
  "formula": "C5H6O",
  "method": "ωB97M-V with the def2-TZVPD basis set",
  "elements": ["C", "C", "C", "C", "C", "H", "H", "H", "H", "H", "H", "O"],
  "positions_angstrom": [[2.63350, -0.27793, -0.02748], [1.18561, -0.42377, 0.04846], [-0.01499, -0.52427, 0.10334], [-1.47858, -0.57362, 0.02673], [-2.19557, 0.76934, 0.00130], [3.04760, -1.06587, -0.73553], [3.10595, -0.39042, 1.04433], [2.92138, 0.77132, -0.41150], [-1.90041, 1.34052, -0.86274], [-1.92958, 1.36160, 0.88179], [-3.28211, 0.63216, -0.05564], [-2.09280, -1.61908, -0.01309]],
  "max_force_ha_per_bohr": 0.0451,
  "de_lowest_kcal_mol": 37.82,
  "total_charge": 0,
  "smiles": "CC#CC(C)=O"
}